Record 1
Computed, not measured: a gas-phase ion, C4H10NS (charge +1) in a non-equilibrium geometry, with ωB97M-V/def2-TZVPD.

Geometry as XYZ:
```
16
Properties=species:S:1:pos:R:3
C -3.46 -0.75 -0.04
C -0.63 0.58 0.87
C 2.10 -0.68 0.15
C 1.30 0.24 -0.76
N 0.40 1.16 0.04
S -2.08 0.23 -0.20
H -4.21 -0.49 -0.76
H -3.62 -1.46 0.75
H -0.32 -0.15 1.59
H 1.46 -1.42 0.62
H 2.83 -1.21 -0.45
H 2.63 -0.12 0.92
H 0.67 -0.33 -1.44
H 1.98 0.88 -1.34
H -0.06 1.80 -0.62
H 1.00 1.72 0.66
```

Computed properties:
- frontier orbital gap (spin up / spin down) (eV) = 7.626 / 8.139
- HOMO level (spin up / spin down) (eV) = -12.6 / -12.8
- lowest unoccupied orbital energy (spin up / spin down) (eV) = -4.93 / -4.65
- net charge = +1
- maximum force (eV/A) = 3.960
- energy above the lowest of the compared OMol25 structures with the same formula, charge and spin (kcal/mol) = 83.9

Record 2
Computed, not measured: a molecular structure, C4H10NS in a non-equilibrium geometry, with ωB97M-V/def2-TZVPD.

Geometry as XYZ:
```
16
Properties=species:S:1:pos:R:3
C -0.23 0.79 1.28
C -0.51 -0.23 0.32
C -0.30 -1.69 -0.04
C 1.66 0.78 -0.73
N 0.30 0.89 -0.14
S -2.71 0.16 -0.12
H -0.99 1.43 1.63
H 0.46 0.62 2.21
H -0.43 -1.70 -1.13
H -0.74 -2.43 0.65
H 0.84 -1.80 0.16
H 2.27 0.27 0.05
H 1.47 0.24 -1.57
H 1.86 1.84 -0.94
H -0.11 1.68 -0.61
H -2.82 -0.85 -1.03
```

Computed properties:
- frontier orbital gap (spin up / spin down) (eV) = 7.901 / 7.293
- HOMO level (spin up / spin down) (eV) = -10.9 / -14.3
- lowest unoccupied orbital energy (spin up / spin down) (eV) = -2.96 / -7.00
- multiplicity = 3
- net charge = +1
- maximum force (eV/A) = 4.643
- energy above the lowest of the compared OMol25 structures with the same formula, charge and spin (kcal/mol) = 43.8

Record 3
Computed, not measured: 2 unconnected molecules or ions with the total composition C4H10O, with ωB97M-V/def2-TZVPD.

Geometry as XYZ:
```
15
Properties=species:S:1:pos:R:3
C -0.48 1.95 -0.13
C 0.46 1.21 0.46
C 0.32 0.57 1.81
H -0.32 2.39 -1.12
H -1.44 2.14 0.34
H 1.39 1.01 -0.06
H 1.02 1.02 2.52
H -0.70 0.70 2.21
H 0.53 -0.50 1.74
C -0.02 -1.35 -1.64
O 0.79 -1.51 -0.48
H -0.76 -2.15 -1.73
H 0.58 -1.31 -2.56
H -0.54 -0.40 -1.52
H 1.23 -2.36 -0.53
```

Computed properties:
- SMILES = C=CC.CO
- frontier orbital gap (eV) = 10.208
- HOMO level (eV) = -9.3
- lowest unoccupied orbital energy (eV) = 0.88
- maximum force (eV/A) = 0.453
- energy above the lowest of the compared OMol25 structures with the same formula, charge and spin (kcal/mol) = 32.1

Record 4
Computed, not measured: 2 unconnected molecules or ions with the total composition C4H10O in a non-equilibrium geometry, with ωB97M-V/def2-TZVPD.

Geometry as XYZ:
```
15
Properties=species:S:1:pos:R:3
C 0.84 0.96 0.18
O 0.91 -0.04 -2.42
C -0.39 1.22 0.92
C 0.38 -0.44 0.65
C -0.97 -1.05 0.19
H 0.99 0.38 -1.53
H 1.84 1.25 0.44
H 0.35 0.52 -2.97
H -1.28 1.80 0.48
H -0.56 0.90 1.97
H 0.48 -0.70 1.79
H 1.17 -1.13 0.19
H -0.95 -2.06 0.47
H -0.91 -1.01 -0.93
H -1.89 -0.60 0.58
```

Computed properties:
- frontier orbital gap (eV) = 7.155
- HOMO level (eV) = -7.8
- lowest unoccupied orbital energy (eV) = -0.61
- maximum force (eV/A) = 4.477
- energy above the lowest of the compared OMol25 structures with the same formula, charge and spin (kcal/mol) = 141.8

Record 5
Computed, not measured: 2 unconnected molecules or ions with the total composition C4H10O in a non-equilibrium geometry, with ωB97M-V/def2-TZVPD.

Geometry as XYZ:
```
15
Properties=species:S:1:pos:R:3
C 1.79 -0.64 2.16
C 2.03 -0.02 0.94
O 1.35 -0.32 -0.24
H 2.04 -0.40 3.18
H 1.12 -1.58 1.89
H 2.76 0.86 0.90
H 0.40 -0.19 -0.14
C -2.06 1.23 -1.28
C -2.37 -0.32 -1.19
H -1.20 1.38 -2.00
H -2.97 1.78 -1.64
H -1.94 1.70 -0.28
H -2.18 -0.84 -2.20
H -3.39 -0.52 -0.94
H -1.72 -1.10 -0.62
```

Computed properties:
- SMILES = C=CO.CC
- frontier orbital gap (eV) = 10.308
- HOMO level (eV) = -9.3
- lowest unoccupied orbital energy (eV) = 0.96
- maximum force (eV/A) = 5.581
- energy above the lowest of the compared OMol25 structures with the same formula, charge and spin (kcal/mol) = 56.9

Record 6
Computed, not measured: 2 unconnected molecules or ions with the total composition C4H10O in a non-equilibrium geometry, with ωB97M-V/def2-TZVPD.

Geometry as XYZ:
```
15
Properties=species:S:1:pos:R:3
C -0.02 -0.29 1.56
C -1.34 -0.20 1.44
C -1.97 0.98 0.76
C -2.20 -1.28 2.03
H 0.49 -1.07 2.08
H 0.64 0.48 1.17
H -1.31 1.85 0.82
H -2.04 0.80 -0.31
H -2.97 1.14 1.08
H -2.63 -1.93 1.27
H -1.69 -1.93 2.74
H -3.03 -0.85 2.60
O 4.67 0.64 -4.69
H 3.97 -0.01 -4.73
H 4.76 0.89 -3.77
```

Computed properties:
- SMILES = C=C(C)C.O
- frontier orbital gap (eV) = 10.157
- HOMO level (eV) = -9.2
- lowest unoccupied orbital energy (eV) = 0.92
- maximum force (eV/A) = 1.468
- energy above the lowest of the compared OMol25 structures with the same formula, charge and spin (kcal/mol) = 20.6

Record 7
Computed, not measured: 2 unconnected molecules or ions with the total composition C4H10O, with ωB97M-V/def2-TZVPD.

Geometry as XYZ:
```
15
Properties=species:S:1:pos:R:3
C 1.77 -0.26 -0.71
O 1.22 -0.06 0.53
C 0.09 0.59 0.56
C -0.88 -0.66 -1.23
C -0.71 0.52 1.81
H 0.45 -0.64 -1.18
H 2.66 -0.87 -0.62
H 1.93 0.68 -1.27
H -0.02 1.43 -0.12
H -1.47 -1.17 -0.47
H -0.86 -1.32 -2.11
H -1.39 0.26 -1.55
H -1.77 0.41 1.55
H -0.61 1.43 2.41
H -0.40 -0.34 2.41
```

Computed properties:
- frontier orbital gap (spin up / spin down) (eV) = 8.363 / 8.364
- HOMO level (spin up / spin down) (eV) = -7.5 / -7.5
- lowest unoccupied orbital energy (spin up / spin down) (eV) = 0.86 / 0.86
- maximum force (eV/A) = 0.329
- energy above the lowest of the compared OMol25 structures with the same formula, charge and spin (kcal/mol) = 107.6

Record 8
Computed, not measured: 2 unconnected molecules or ions with the total composition C4H10O in a non-equilibrium geometry, with ωB97M-V/def2-TZVPD.

Geometry as XYZ:
```
15
Properties=species:S:1:pos:R:3
C 0.71 -0.24 -1.19
C -0.13 -0.52 -0.19
C 0.22 -1.83 0.65
C -1.28 0.18 0.35
H 0.65 0.69 -1.66
H 1.55 -0.76 -1.41
H 0.51 -2.78 0.19
H -0.40 -2.01 1.49
H 1.17 -1.52 1.14
H -1.55 1.06 -0.12
H -0.98 0.42 1.48
H -2.18 -0.32 0.48
O 0.35 2.59 -0.54
H 1.20 2.59 -0.98
H 0.18 2.47 0.30
```

Computed properties:
- SMILES = C=C(C)C.O
- frontier orbital gap (eV) = 9.893
- HOMO level (eV) = -9.0
- lowest unoccupied orbital energy (eV) = 0.88
- maximum force (eV/A) = 8.191
- energy above the lowest of the compared OMol25 structures with the same formula, charge and spin (kcal/mol) = 55.5

Record 9
Computed, not measured: 2 unconnected molecules or ions with the total composition C4H10O in a non-equilibrium geometry, with ωB97M-V/def2-TZVPD.

Geometry as XYZ:
```
15
Properties=species:S:1:pos:R:3
C -0.17 3.42 -0.08
O -0.48 4.47 0.39
H 0.58 3.28 -0.88
H -0.62 2.46 0.24
C 1.14 -1.52 -0.58
C 0.22 -1.31 0.61
C -1.20 -0.95 0.21
H 1.27 -0.57 -1.13
H 2.15 -1.65 -0.16
H 0.90 -2.33 -1.25
H 0.21 -2.23 1.21
H 0.67 -0.52 1.20
H -1.58 -1.70 -0.48
H -1.22 -0.01 -0.34
H -1.88 -0.85 1.06
```

Computed properties:
- SMILES = C=O.CCC
- frontier orbital gap (eV) = 11.071
- HOMO level (eV) = -10.3
- lowest unoccupied orbital energy (eV) = 0.80
- maximum force (eV/A) = 1.462
- energy above the lowest of the compared OMol25 structures with the same formula, charge and spin (kcal/mol) = 27.1

Record 10
Computed, not measured: 2 unconnected molecules or ions with the total composition C4H10O in a non-equilibrium geometry, with ωB97M-V/def2-TZVPD.

Geometry as XYZ:
```
15
Properties=species:S:1:pos:R:3
C 3.37 -0.56 0.51
O 2.82 -1.45 1.13
H 3.02 -0.24 -0.46
H 4.16 0.05 0.94
C -0.95 -0.57 -1.22
C -1.75 -0.06 0.02
C -1.12 1.16 0.72
H -1.04 0.20 -2.10
H -1.17 -1.60 -1.49
H 0.18 -0.55 -0.94
H -2.00 -0.90 0.66
H -2.70 0.32 -0.46
H -1.77 1.29 1.62
H 0.01 0.90 1.00
H -1.05 2.01 0.09
```

Computed properties:
- SMILES = C=O.CCC
- frontier orbital gap (eV) = 11.039
- HOMO level (eV) = -10.3
- lowest unoccupied orbital energy (eV) = 0.70
- maximum force (eV/A) = 3.481
- energy above the lowest of the compared OMol25 structures with the same formula, charge and spin (kcal/mol) = 39.7

Record 11
Computed, not measured: a single C4H10O molecule in a non-equilibrium geometry, with ωB97M-V/def2-TZVPD.

Geometry as XYZ:
```
15
Properties=species:S:1:pos:R:3
C 1.54 1.90 -0.70
C 0.19 1.11 -0.76
C 0.02 -0.04 0.27
O -1.23 -0.68 0.09
C -1.32 -1.78 0.95
H 1.62 2.77 -1.31
H 2.38 1.16 -0.89
H 1.61 2.37 0.23
H 0.02 0.81 -1.84
H -0.48 1.93 -0.49
H 0.83 -0.76 0.22
H 0.13 0.36 1.27
H -2.16 -2.38 0.59
H -1.60 -1.37 1.95
H -0.28 -2.24 0.89
```

Computed properties:
- SMILES = CCCOC
- frontier orbital gap (eV) = 10.910
- HOMO level (eV) = -9.8
- lowest unoccupied orbital energy (eV) = 1.15
- maximum force (eV/A) = 2.994
- energy above the lowest of the compared OMol25 structures with the same formula, charge and spin (kcal/mol) = 31.6

Record 12
Computed, not measured: 2 unconnected molecules or ions with the total composition C4H10O2 in a non-equilibrium geometry, with ωB97M-V/def2-TZVPD.

Geometry as XYZ:
```
16
Properties=species:S:1:pos:R:3
C 0.09 2.42 0.88
C -0.11 0.97 0.46
C 0.84 0.04 0.72
C 0.77 -1.34 0.09
O 1.63 0.27 1.82
H 0.77 3.03 0.27
H 0.61 2.46 1.84
H -0.81 3.04 0.87
H -0.70 0.94 -0.45
H 0.05 -1.13 -0.70
H 0.27 -2.09 0.68
H 1.77 -1.62 -0.23
H 2.01 -0.57 2.06
O -2.49 -2.16 -2.38
H -2.97 -1.80 -3.11
H -1.72 -2.47 -2.84
```

Computed properties:
- SMILES = C/C=C(/C)O.O
- frontier orbital gap (eV) = 9.021
- HOMO level (eV) = -8.3
- lowest unoccupied orbital energy (eV) = 0.74
- maximum force (eV/A) = 2.727
- energy above the lowest of the compared OMol25 structures with the same formula, charge and spin (kcal/mol) = 38.2

Record 13
Computed, not measured: 2 unconnected molecules or ions with the total composition C4H10O2 in a non-equilibrium geometry, with ωB97M-V/def2-TZVPD.

Geometry as XYZ:
```
16
Properties=species:S:1:pos:R:3
C -0.49 2.14 -0.34
C -0.11 0.71 0.21
C -1.01 -0.35 -0.29
C -0.55 -1.81 -0.04
O -2.13 -0.19 -0.78
H 0.32 2.89 -0.24
H -1.38 2.51 0.19
H -0.73 2.04 -1.41
H 0.94 0.42 -0.04
H -0.16 0.89 1.30
H -1.24 -2.16 0.75
H 0.48 -1.79 0.37
H -0.58 -2.52 -0.88
O 2.37 -0.57 0.50
H 2.18 -1.33 1.10
H 2.08 -0.88 -0.39
```

Computed properties:
- SMILES = CCC(C)=O.O
- frontier orbital gap (eV) = 10.138
- HOMO level (eV) = -9.6
- lowest unoccupied orbital energy (eV) = 0.53
- maximum force (eV/A) = 2.921
- energy above the lowest of the compared OMol25 structures with the same formula, charge and spin (kcal/mol) = 29.3

Record 14
Computed, not measured: 2 unconnected molecules or ions with the total composition C4H10O2, with ωB97M-V/def2-TZVPD.

Geometry as XYZ:
```
16
Properties=species:S:1:pos:R:3
C 0.71 0.66 -1.95
C 0.84 -0.08 -0.64
O 1.48 -1.11 -0.55
C 0.22 0.52 0.62
C -1.31 0.51 0.60
O 0.71 -0.20 1.73
H -0.29 0.53 -2.37
H 0.87 1.73 -1.79
H 1.45 0.27 -2.65
H 0.55 1.57 0.68
H -1.70 -0.50 0.44
H -1.71 1.18 -0.16
H -1.67 0.85 1.58
H 1.28 -0.89 1.34
H -0.58 -2.25 1.78
H -0.86 -2.78 1.35
```

Computed properties:
- SMILES = CC(=O)[C@@H](C)O.[H][H]
- frontier orbital gap (eV) = 11.114
- HOMO level (eV) = -10.3
- lowest unoccupied orbital energy (eV) = 0.84
- maximum force (eV/A) = 0.461
- energy above the lowest of the compared OMol25 structures with the same formula, charge and spin (kcal/mol) = 31.3

Record 15
Computed, not measured: a single C4H10O2 molecule in a non-equilibrium geometry, with ωB97M-V/def2-TZVPD.

Geometry as XYZ:
```
16
Properties=species:S:1:pos:R:3
C -0.95 0.47 1.39
O 0.52 0.46 1.01
C 0.83 -0.01 -0.34
C 0.48 1.08 -1.33
C 0.04 -1.34 -0.44
O -0.17 -1.71 0.91
H -1.10 1.53 1.51
H -1.70 0.04 0.69
H -1.14 -0.08 2.34
H 1.91 -0.24 -0.43
H 1.10 1.97 -1.16
H -0.57 1.36 -1.19
H 0.63 0.75 -2.36
H -0.89 -1.16 -1.01
H 0.59 -2.14 -0.94
H 0.41 -0.99 1.34
```

Computed properties:
- SMILES = CO[C@H](C)CO
- frontier orbital gap (eV) = 10.707
- HOMO level (eV) = -9.7
- lowest unoccupied orbital energy (eV) = 0.99
- maximum force (eV/A) = 1.952
- energy above the lowest of the compared OMol25 structures with the same formula, charge and spin (kcal/mol) = 57.0